C3H3ClN2S | ωB97M-V with the def2-TZVPD basis set

Geometry as XYZ:
```
10
Properties=species:S:1:pos:R:3:mulliken_charge:R:1
C 2.3581 0.0675 -0.6470 0.3210
C 1.1995 -0.5425 -0.2232 -0.1151
C -1.5932 -0.2218 -0.0127 -0.8627
N 3.1970 0.7702 -0.9955 -0.3365
N -0.6378 2.2770 0.6914 -0.3342
S -0.2838 0.7825 0.8035 0.3800
Cl 1.3586 -2.0860 0.5010 -0.1241
H -1.7223 -0.0760 -1.0892 0.3133
H -2.4255 0.1614 0.4857 0.3676
H -1.4506 -1.1322 0.4862 0.3906
```

Summary:
Total energy   -29491.0577 eV
ΔE to the lowest compared entry with this formula, charge and spin   604.22 kJ/mol
HOMO (alpha / beta)   -9.549 / -8.848 eV
Orbital gap (alpha / beta)   0.28547 / 0.24865 Ha
Largest force on an atom   2.034 eV/A

***

C9H26CuN2O7 | ωB97M-V with the def2-TZVPD basis set

Geometry as XYZ:
```
45
Properties=species:S:1:pos:R:3:mulliken_spin:R:1
O 1.0477 -3.7713 -1.3288 0.0299
H 1.1151 -4.7078 -1.4226 0.0065
Cu 0.6395 -1.9063 0.0145 0.6238
N 0.9917 -0.1509 0.6105 -0.0242
N 2.4553 -1.8290 -0.5021 0.0299
O 0.1100 0.5817 1.3572 -0.0095
O 3.0975 -2.7951 -1.0252 0.0905
C 2.2945 0.0128 0.8856 0.0819
C 3.1214 -0.9346 0.2304 -0.0834
C 2.8061 1.0673 1.7973 0.0038
C 4.5912 -0.9557 0.4178 0.0096
H 2.0173 1.7314 2.1603 0.0002
H 3.5557 1.6870 1.2960 0.0017
H 3.3104 0.6453 2.6735 0.0057
H 5.0529 -1.5802 -0.3447 -0.0010
H 4.8647 -1.3591 1.4043 -0.0055
H 5.0140 0.0560 0.3597 -0.0015
H -0.6159 0.9165 0.7272 -0.0011
H 1.9860 -3.6130 -1.1130 -0.0051
O 0.7023 1.1995 -2.0982 -0.0011
H 0.8722 0.6915 -1.2801 0.0033
H 1.5795 1.3942 -2.4831 0.0002
C -0.2068 -3.2373 1.0460 0.2796
H -1.2975 -3.1468 0.7577 -0.0208
H -0.1024 -2.8586 2.0881 -0.0065
H 0.1810 -4.3788 0.6950 0.0041
O -2.3521 0.8059 3.0044 -0.0002
H -1.3813 0.7336 3.0002 0.0000
H -2.5416 1.4436 3.7185 0.0000
C -1.6147 2.8200 -0.7863 -0.0001
O -1.7550 1.4907 -0.3024 0.0007
C -2.8321 0.7341 -0.8419 0.0001
C -2.4892 -0.7340 -0.6774 -0.0058
O -1.1640 -1.0139 -1.1599 -0.0103
C -1.0746 -1.0959 -2.5868 0.0014
H -2.5797 3.3530 -0.7805 0.0000
H -1.1942 2.8138 -1.8013 0.0000
H -0.9122 3.3149 -0.1105 0.0000
H -3.7311 0.9701 -0.2504 0.0000
H -2.9925 0.9694 -1.9058 0.0000
H -2.4841 -0.9785 0.3922 0.0019
H -3.2321 -1.3532 -1.2115 0.0002
H -1.9474 -1.6226 -3.0159 0.0006
H -0.9920 -0.0807 -3.0028 -0.0002
H -0.1530 -1.6505 -2.7902 0.0006
```

Summary:
2S+1   2
Total energy   -71700.1613 eV
⟨S²⟩   0.782
HOMO (alpha / beta)   -7.832 / -7.461 eV
Orbital gap (alpha / beta)   0.29222 / 0.25467 Ha
Largest force on an atom   3.960 eV/A

***

C28H32N13O3S4SbTi | ωB97M-V with the def2-TZVPD basis set

Geometry as XYZ:
```
82
Properties=species:S:1:pos:R:3:mulliken_spin:R:1
Ti -1.8914 -2.3514 2.9718 1.0010
C 5.5821 3.3466 -1.0614 -0.0090
N 5.6680 3.4967 0.3911 0.0008
C 4.7577 3.9776 1.2454 0.0157
N 5.2122 3.9224 2.4839 -0.0013
C 6.4423 3.3800 2.3177 0.0012
N 6.7645 3.1089 1.0700 0.0004
C 4.9468 4.5488 -1.7029 -0.0957
C 5.7031 5.7164 -1.8810 0.3053
C 5.0596 6.8526 -2.3987 -0.0822
C 3.7308 6.8346 -2.7366 0.1524
C 2.9537 5.6462 -2.5826 0.0044
C 3.6134 4.5017 -2.0476 0.1336
C 1.5963 5.6230 -2.9382 0.1513
N 0.8211 6.6122 -3.3815 0.0843
N -0.4123 6.0950 -3.5689 -0.0785
C -0.3784 4.8346 -3.2525 0.1467
O 0.8702 4.4445 -2.8377 0.0604
C -1.4490 3.8721 -3.3334 -0.0397
C -2.7425 4.3004 -3.6732 0.0446
C -3.7693 3.3912 -3.7830 -0.0264
C -3.5409 2.0334 -3.5728 0.0797
C -2.2676 1.5931 -3.2446 -0.0397
C -2.0044 0.1106 -3.1197 -0.0115
N -1.3283 -0.2909 -1.8962 0.0019
C -1.8593 -0.5865 -0.7050 0.0017
N -0.9128 -0.9336 0.1420 0.0015
C 0.2181 -0.8029 -0.6000 0.0042
N 0.0135 -0.4331 -1.8473 -0.0017
C -1.2237 2.5072 -3.1126 0.0801
H 5.0190 2.4400 -1.2907 0.0044
H 6.6111 3.2058 -1.3890 -0.0124
H 3.8081 4.3646 0.9139 -0.0159
H 7.1206 3.1855 3.1324 0.0001
H 6.7487 5.7408 -1.5996 0.0389
H 5.6243 7.7688 -2.5348 -0.0026
H 3.2468 7.7176 -3.1325 0.0344
H 3.0562 3.5823 -1.9082 0.0388
H -2.9087 5.3557 -3.8422 0.0036
H -4.7655 3.7363 -4.0322 -0.0010
H -4.3544 1.3221 -3.6602 0.0096
H -1.3625 -0.2260 -3.9337 -0.0003
H -2.9397 -0.4464 -3.1726 0.0040
H -2.9160 -0.5512 -0.4869 0.0000
H 1.2062 -1.0078 -0.2220 0.0002
H -0.2299 2.1604 -2.8591 0.0188
N -1.5390 -0.9061 4.6552 0.0015
C -0.5957 -1.5609 5.5667 -0.0069
C 0.3611 -2.4642 4.7785 0.0085
O 1.3536 -2.9307 5.2963 -0.0005
O -0.0239 -2.6977 3.5531 -0.0027
H -1.1613 -0.0343 4.2987 0.0025
H -2.4345 -0.6938 5.0979 0.0037
H -1.1656 -2.2128 6.2299 -0.0002
H -0.0096 -0.8692 6.1731 -0.0002
S -5.4145 -0.6065 5.3173 0.0014
Sb -5.0096 -2.1442 3.7039 0.0007
S -3.2795 -3.6048 4.4978 0.0208
S -3.5984 -1.0235 2.0547 -0.0311
S -6.5343 -3.3755 2.5751 0.0002
C -2.8392 -4.2917 0.6611 0.0264
N -1.6681 -4.2058 1.5789 -0.0329
C -1.6071 -5.4737 2.3583 -0.0012
N -1.4862 -6.6360 1.4847 0.0007
C -2.6463 -6.6536 0.5903 -0.0003
N -2.7276 -5.4427 -0.2273 -0.0008
C -1.4892 -5.3215 -0.9959 0.0006
N -0.3033 -5.2762 -0.1374 0.0003
C -0.4334 -4.1300 0.7568 0.0014
C -0.2788 -6.4925 0.6740 -0.0006
H -2.8808 -3.3726 0.0754 -0.0060
H -3.7512 -4.3566 1.2603 0.0033
H -2.5159 -5.5475 2.9519 0.0084
H -0.7474 -5.4159 3.0287 -0.0001
H -3.5547 -6.7357 1.1891 0.0006
H -2.5722 -7.5222 -0.0691 0.0001
H -1.5284 -4.4059 -1.5904 -0.0003
H -1.4046 -6.1779 -1.6696 0.0001
H -0.4744 -3.2171 0.1709 0.0156
H 0.4201 -4.0837 1.4349 -0.0185
H 0.5895 -6.4579 1.3353 -0.0002
H -0.1875 -7.3590 0.0139 -0.0001
```

Summary:
Charge   -2
2S+1   3
Total energy   -128070.0675 eV
ΔE to the lowest compared entry with this formula, charge and spin   75.70 kJ/mol
⟨S²⟩   2.043
HOMO (alpha / beta)   -0.325 / -3.536 eV
Orbital gap (alpha / beta)   0.14645 / 0.26438 Ha
Largest force on an atom   0.425 eV/A

***

C6H11N | ωB97M-V with the def2-TZVPD basis set

Geometry as XYZ:
```
18
Properties=species:S:1:pos:R:3:mulliken_charge:R:1
C 2.7019 0.8202 -0.1605 -0.8775
N 1.5128 0.7359 0.7869 -0.3446
C 0.3646 -0.0694 0.3237 0.7465
C -0.8976 0.5028 0.1248 -0.4060
C -2.1879 -0.2884 -0.1060 -0.1568
C -3.3990 0.3855 -0.1677 -0.7373
C 0.5511 -1.5346 -0.0311 -1.2462
H 2.5271 1.3953 -1.0896 0.3068
H 3.6315 1.1427 0.3568 0.3302
H 3.1142 -0.1577 -0.6420 0.2598
H 1.1878 1.6675 1.0032 0.2852
H -0.9247 1.5595 0.4597 0.1796
H -2.0678 -1.3805 -0.3095 0.2038
H -4.3185 -0.0693 -0.6830 0.2395
H -3.5697 1.2143 0.5725 0.2307
H 1.5224 -1.9957 0.3256 0.3461
H 0.4994 -1.7460 -1.1830 0.2623
H -0.2475 -2.1821 0.4193 0.3780
```

Summary:
Total energy   -7887.6947 eV
ΔE to the lowest compared entry with this formula, charge and spin   273.70 kJ/mol
HOMO   -7.711 eV
Orbital gap   0.31489 Ha
Largest force on an atom   2.922 eV/A

***

C3H11NO2S | ωB97M-V with the def2-TZVPD basis set

Geometry as XYZ:
```
18
Properties=species:S:1:pos:R:3:mulliken_spin:R:1
C -0.0084 -0.0539 -0.2802 0.0442
C 1.4766 -0.1463 -0.7173 -0.0502
S 2.3402 1.2371 0.0916 0.9235
N -0.9714 -1.2726 -0.8864 0.0248
C -2.3213 -0.7015 -0.6443 -0.0007
O -2.8247 0.4036 -1.4879 0.0011
H -0.2974 0.7551 -0.9295 -0.0074
H -0.2042 0.2022 0.8011 -0.0029
H 2.0052 -1.0512 -0.3600 0.0725
H 1.7188 -0.0541 -1.7878 -0.0002
H 3.1764 1.7597 -0.8140 -0.0108
H -0.9956 -2.2725 -0.5103 -0.0011
H -2.3362 -0.3292 0.4070 0.0036
H -3.0362 -1.4992 -0.5948 0.0034
H -2.4124 0.1817 -2.3393 0.0001
H 0.7995 -0.9706 3.2400 -0.0002
H -0.7001 -1.1966 3.3523 0.0000
O -0.0806 -0.5286 3.2536 0.0003
```

Summary:
Charge   +1
2S+1   2
Total energy   -19698.5222 eV
ΔE to the lowest compared entry with this formula, charge and spin   219.51 kJ/mol
⟨S²⟩   0.753
HOMO (alpha / beta)   -13.369 / -13.281 eV
Orbital gap (alpha / beta)   0.34886 / 0.14936 Ha
Largest force on an atom   3.517 eV/A

***

C3H9N2O2 | ωB97M-V with the def2-TZVPD basis set

Geometry as XYZ:
```
16
Properties=species:S:1:pos:R:3:mulliken_spin:R:1
C -0.5912 -2.3798 0.8282 -0.0007
N -0.6276 -1.0404 0.8650 0.0062
C -1.2547 -0.2759 1.9393 -0.0020
O -1.0168 -3.1172 1.7013 0.0005
H 0.0230 -2.7548 -0.0072 0.0005
H -0.0444 -0.4920 0.2173 -0.0034
H -2.0693 -0.8721 2.3360 0.0006
H -1.5540 0.6664 1.4790 0.0020
H -0.5082 -0.0336 2.7011 0.0001
N 0.6148 1.7263 -2.4775 -0.0011
C 1.5398 1.3127 -1.4209 -0.0112
O 0.9585 0.7098 -0.3574 0.8465
H -0.1949 1.1175 -2.4686 -0.0017
H 0.3023 2.6711 -2.2862 0.0036
H 2.2421 0.5965 -1.8823 0.0920
H 2.1805 2.1657 -1.1672 0.0682
```

Summary:
2S+1   2
Total energy   -10329.7634 eV
ΔE to the lowest compared entry with this formula, charge and spin   69.37 kJ/mol
⟨S²⟩   0.754
HOMO (alpha / beta)   -9.232 / -9.226 eV
Orbital gap (alpha / beta)   0.36116 / 0.23662 Ha
Largest force on an atom   1.676 eV/A